ORCA calculation (ωB97M-V/def2-TZVPD) on a 10-piece molecular cluster, C55H125N5O10 overall at a distorted geometry.

Each atom is followed by the atoms it is bonded to, with distances in Å.
Element x y z (Å)
1 C 3.9057 5.0214 -5.0999  C2 1.566, H12 1.090, H13 1.091, H14 1.092
2 C 3.4346 3.9441 -6.1342  C1 1.566, C3 1.540, C4 1.560, N10 1.457
3 C 3.4913 4.4606 -7.5840  C2 1.540, H15 1.091, H16 1.093, H17 1.088
4 C 4.5000 2.8053 -6.1186  C2 1.560, C5 1.517, H18 1.093, H19 1.093
5 C 4.4358 1.9235 -4.8863  C4 1.517, C6 1.522, H20 1.095, H21 1.091
6 C 3.0260 1.3789 -4.7064  C5 1.522, C7 1.563, H22 1.094, H23 1.092
7 C 1.9726 2.5304 -4.6250  C6 1.563, C8 1.534, C9 1.547, N10 1.446
8 C 0.6401 1.7755 -4.7188  C7 1.534, H24 1.096, H25 1.089, H26 1.097
9 C 2.0009 3.2183 -3.2392  C7 1.547, H27 1.095, H28 1.087, H29 1.088
10 N 2.1289 3.4183 -5.7560  C2 1.457, C7 1.446, O11 1.417
11 O 1.1358 4.4275 -5.6977  N10 1.417, H30 0.963
12 H 4.2606 4.5150 -4.2023  C1 1.090
13 H 4.6717 5.6991 -5.4796  C1 1.091
14 H 3.1053 5.6734 -4.7452  C1 1.092
15 H 3.0999 3.6554 -8.2077  C3 1.091
16 H 2.8781 5.3563 -7.7099  C3 1.093
17 H 4.4924 4.7253 -7.9181  C3 1.088
18 H 4.3953 2.2650 -7.0628  C4 1.093
19 H 5.5238 3.1875 -6.1530  C4 1.093
20 H 5.0702 1.0537 -5.0864  C5 1.095
21 H 4.8302 2.4483 -4.0155  C5 1.091
22 H 2.9466 0.8082 -3.7768  C6 1.094
23 H 2.8959 0.5914 -5.4520  C6 1.092
24 H -0.1759 2.4867 -4.5481  C8 1.096
25 H 0.4913 0.8717 -4.1297  C8 1.089
26 H 0.4006 1.4663 -5.7442  C8 1.097
27 H 3.0084 2.9965 -2.8733  C9 1.095
28 H 1.2136 2.8494 -2.5873  C9 1.087
29 H 1.9787 4.3057 -3.2636  C9 1.088
30 H 0.7772 4.4350 -6.5916  O11 0.963
31 C -0.5500 4.2586 3.4310  C32 1.522, H42 1.100, H43 1.094, H44 1.086
32 C -1.0914 5.2906 4.4094  C31 1.522, C33 1.539, C34 1.567, N40 1.439
33 C -2.3707 5.8390 3.7518  C32 1.539, H45 1.096, H46 1.092, H47 1.091
34 C -1.6116 4.5719 5.7014  C32 1.567, C35 1.546, H48 1.092, H49 1.093
35 C -1.9714 5.4979 6.8865  C34 1.546, C36 1.522, H50 1.090, H51 1.091
36 C -0.7797 6.3886 7.2053  C35 1.522, C37 1.533, H52 1.092, H53 1.091
37 C -0.2733 7.1834 5.9960  C36 1.533, C38 1.559, C39 1.527, N40 1.466
38 C -1.2024 8.3956 5.6811  C37 1.559, H54 1.091, H55 1.087, H56 1.091
39 C 1.0976 7.7484 6.3605  C37 1.527, H57 1.094, H58 1.094, H59 1.089
40 N -0.1502 6.2904 4.8397  C32 1.439, C37 1.466, O41 1.417
41 O 0.6258 6.8307 3.7841  N40 1.417, H60 0.964
42 H -0.1010 4.7875 2.5768  C31 1.100
43 H 0.3440 3.7555 3.8114  C31 1.094
44 H -1.2808 3.6571 2.8993  C31 1.086
45 H -3.0968 6.2144 4.4818  C33 1.096
46 H -2.1927 6.6913 3.0921  C33 1.092
47 H -2.9541 5.0690 3.2449  C33 1.091
48 H -2.5449 4.0562 5.4650  C34 1.092
49 H -0.8675 3.8433 6.0319  C34 1.093
50 H -2.8586 6.0787 6.6347  C35 1.090
51 H -2.0634 4.9274 7.8115  C35 1.091
52 H 0.0325 5.7249 7.5095  C36 1.092
53 H -1.0769 7.1206 7.9571  C36 1.091
54 H -1.8331 8.6540 6.5328  C38 1.091
55 H -1.8102 8.2516 4.7910  C38 1.087
56 H -0.5605 9.2561 5.4886  C38 1.091
57 H 1.7622 6.9377 6.6726  C39 1.094
58 H 1.0102 8.3900 7.2429  C39 1.094
59 H 1.6147 8.3781 5.6379  C39 1.089
60 H 1.4196 6.2841 3.8084  O41 0.964
61 C -1.2063 -9.3961 2.4437  C62 1.539, H72 1.092, H73 1.092, H74 1.091
62 C -1.3030 -8.7977 1.0292  C61 1.539, C63 1.558, C64 1.542, N70 1.450
63 C -0.8408 -9.8811 0.0097  C62 1.558, H75 1.088, H76 1.093, H77 1.092
64 C -2.7979 -8.4958 0.8002  C62 1.542, C65 1.530, H78 1.089, H79 1.093
65 C -3.0308 -7.4782 -0.3189  C64 1.530, C66 1.514, H80 1.095, H81 1.091
66 C -2.1875 -6.2272 -0.1950  C65 1.514, C67 1.527, H82 1.099, H83 1.093
67 C -0.7027 -6.5510 -0.0458  C66 1.527, C68 1.558, C69 1.534, N70 1.458
68 C -0.1545 -6.9475 -1.4487  C67 1.558, H84 1.099, H85 1.086, H86 1.097
69 C 0.0463 -5.2791 0.3715  C67 1.534, H87 1.091, H88 1.102, H89 1.089
70 N -0.4888 -7.6006 0.9428  C62 1.450, C67 1.458, O71 1.393
71 O 0.8124 -7.7313 1.4230  N70 1.393, H90 0.964
72 H -1.3894 -8.6320 3.2024  C61 1.092
73 H -1.9539 -10.1740 2.6142  C61 1.092
74 H -0.2528 -9.8879 2.6422  C61 1.091
75 H 0.2009 -10.1121 0.2204  C63 1.088
76 H -1.4663 -10.7762 -0.0319  C63 1.093
77 H -1.0010 -9.4922 -0.9980  C63 1.092
78 H -3.3466 -9.3676 0.4474  C64 1.089
79 H -3.1922 -8.0828 1.7326  C64 1.093
80 H -2.7165 -8.0049 -1.2255  C65 1.095
81 H -4.1012 -7.2675 -0.3352  C65 1.091
82 H -2.5382 -5.6624 0.6806  C66 1.099
83 H -2.4427 -5.5402 -1.0054  C66 1.093
84 H 0.3015 -6.1188 -2.0073  C68 1.099
85 H -0.9010 -7.4347 -2.0695  C68 1.086
86 H 0.8022 -7.4834 -1.4393  C68 1.097
87 H 1.1207 -5.3838 0.5267  C69 1.091
88 H -0.2119 -5.0206 1.4114  C69 1.102
89 H -0.2704 -4.4060 -0.1962  C69 1.089
90 H 0.7802 -7.3314 2.2999  O71 0.964
91 C -1.9071 0.6526 3.2730  C92 1.550, H102 1.088, H103 1.091, H104 1.092
92 C -1.0988 -0.5724 2.7739  C91 1.550, C93 1.581, C94 1.519, N100 1.479
93 C -0.3775 -1.1740 4.0460  C92 1.581, H105 1.090, H106 1.091, H107 1.087
94 C -2.0155 -1.5953 2.1259  C92 1.519, C95 1.561, H108 1.097, H109 1.092
95 C -2.2309 -1.3308 0.6030  C94 1.561, C96 1.548, H110 1.089, H111 1.095
96 C -0.9120 -1.0052 -0.1382  C95 1.548, C97 1.500, H112 1.091, H113 1.091
97 C -0.2183 0.1755 0.4742  C96 1.500, C98 1.548, C99 1.529, N100 1.470
98 C 1.1699 0.2507 -0.2063  C97 1.548, H114 1.092, H115 1.090, H116 1.088
99 C -0.9089 1.5113 0.2004  C97 1.529, H117 1.103, H118 1.093, H119 1.090
100 N 0.0025 -0.1209 1.8968  C92 1.479, C97 1.470, O101 1.405
101 O 0.8094 0.8624 2.4932  N100 1.405, H120 0.967
102 H -2.7765 0.4191 3.8837  C91 1.088
103 H -1.2339 1.3319 3.7986  C91 1.091
104 H -2.1788 1.2549 2.4030  C91 1.092
105 H -1.0464 -1.7888 4.6475  C93 1.090
106 H 0.3903 -1.8427 3.6549  C93 1.091
107 H -0.0886 -0.2948 4.6157  C93 1.087
108 H -1.6262 -2.6120 2.2613  C94 1.097
109 H -3.0218 -1.6922 2.5378  C94 1.092
110 H -2.8184 -2.1278 0.1484  C95 1.089
111 H -2.8735 -0.4444 0.5865  C95 1.095
112 H -1.3067 -0.8209 -1.1387  C96 1.091
113 H -0.3261 -1.9177 -0.0141  C96 1.091
114 H 1.9571 -0.0940 0.4678  C98 1.092
115 H 1.3997 1.2931 -0.4250  C98 1.090
116 H 1.1685 -0.4045 -1.0748  C98 1.088
117 H -1.9937 1.3671 0.3348  C99 1.103
118 H -0.9630 1.8699 -0.8306  C99 1.093
119 H -0.7264 2.3417 0.8829  C99 1.090
120 H 1.3667 0.3703 3.1108  O101 0.967
121 C 7.0757 -3.5412 -3.6141  C122 1.538, H132 1.088, H133 1.092, H134 1.093
122 C 5.8795 -4.0050 -2.7653  C121 1.538, C123 1.561, C124 1.557, N130 1.460
123 C 5.9750 -5.5533 -2.5920  C122 1.561, H135 1.093, H136 1.089, H137 1.088
124 C 6.0594 -3.3368 -1.3711  C122 1.557, C125 1.487, H138 1.102, H139 1.099
125 C 4.8745 -3.2132 -0.4809  C124 1.487, C126 1.560, H140 1.094, H141 1.088
126 C 3.7356 -2.5336 -1.3026  C125 1.560, C127 1.528, H142 1.096, H143 1.092
127 C 3.4080 -3.1144 -2.6779  C126 1.528, C128 1.515, C129 1.532, N130 1.477
128 C 2.4742 -4.2976 -2.5293  C127 1.515, H144 1.091, H145 1.092, H146 1.096
129 C 2.6680 -2.0843 -3.5367  C127 1.532, H147 1.087, H148 1.091, H149 1.095
130 N 4.6702 -3.4517 -3.3676  C122 1.460, C127 1.477, O131 1.407
131 O 4.4665 -3.8841 -4.6907  N130 1.407, H150 0.963
132 H 8.0280 -3.9128 -3.2411  C121 1.088
133 H 6.9013 -3.8716 -4.6399  C121 1.092
134 H 7.1314 -2.4528 -3.6935  C121 1.093
135 H 5.1794 -5.8766 -1.9151  C123 1.093
136 H 5.7987 -6.1163 -3.5073  C123 1.089
137 H 6.9369 -5.7654 -2.1310  C123 1.088
138 H 6.8978 -3.8555 -0.8795  C124 1.102
139 H 6.6368 -2.4052 -1.4461  C124 1.099
140 H 4.5041 -4.2052 -0.2060  C125 1.094
141 H 5.0076 -2.5842 0.3963  C125 1.088
142 H 4.0964 -1.5036 -1.4066  C126 1.096
143 H 2.8448 -2.4465 -0.6766  C126 1.092
144 H 2.3320 -4.8277 -3.4719  C128 1.091
145 H 1.5246 -3.9562 -2.1119  C128 1.092
146 H 2.8634 -5.0401 -1.8236  C128 1.096
147 H 1.9270 -2.5380 -4.1898  C129 1.087
148 H 3.3931 -1.4495 -4.0481  C129 1.091
149 H 2.1491 -1.3567 -2.9039  C129 1.095
150 H 5.0284 -3.3142 -5.2270  O131 0.963
151 C -7.1450 -1.1161 4.5179  C152 1.524, H154 1.093, H155 1.087, H156 1.096
152 C -6.0485 -0.0780 4.3149  C151 1.524, O153 1.433, H157 1.094, H158 1.095
153 O -6.6582 1.0531 3.6798  C152 1.433, H159 0.960
154 H -8.0248 -0.6668 4.9849  C151 1.093
155 H -6.9191 -2.0713 4.9851  C151 1.087
156 H -7.5759 -1.2969 3.5267  C151 1.096
157 H -5.1950 -0.4140 3.7191  C152 1.094
158 H -5.6182 0.3728 5.2156  C152 1.095
159 H -6.2660 1.1850 2.8141  O153 0.960
160 C -3.2933 1.5845 -3.3591  C161 1.516, H163 1.087, H164 1.101, H165 1.095
161 C -4.7975 1.6090 -3.1722  C160 1.516, O162 1.424, H166 1.097, H167 1.095
162 O -5.1284 2.0921 -1.8743  C161 1.424, H168 0.980
163 H -2.6923 1.4949 -2.4577  C160 1.087
164 H -2.9224 2.5212 -3.8024  C160 1.101
165 H -2.9734 0.9062 -4.1564  C160 1.095
166 H -5.1724 0.5784 -3.1717  C161 1.097
167 H -5.3535 2.0380 -4.0123  C161 1.095
168 H -4.7435 2.9914 -1.8158  O162 0.980
169 C 4.1504 4.6992 -0.6417  C170 1.514, H172 1.092, H173 1.086, H174 1.099
170 C 3.1839 3.7678 0.0587  C169 1.514, O171 1.426, H175 1.092, H176 1.099
171 O 3.8216 2.7785 0.8644  C170 1.426, H177 0.963
172 H 4.7434 4.2438 -1.4370  C169 1.092
173 H 4.7204 5.3599 0.0045  C169 1.086
174 H 3.4712 5.3203 -1.2417  C169 1.099
175 H 2.5719 3.1629 -0.6132  C170 1.092
176 H 2.5928 4.4051 0.7310  C170 1.099
177 H 3.1171 2.1376 1.0081  O171 0.963
178 C -2.8558 6.2288 -0.0320  C179 1.541, H181 1.093, H182 1.088, H183 1.090
179 C -3.4001 4.7947 0.1131  C178 1.541, O180 1.446, H184 1.088, H185 1.092
180 O -4.3183 4.5433 -0.9756  C179 1.446, H186 0.965
181 H -3.1240 6.8488 0.8267  C178 1.093
182 H -3.2356 6.7235 -0.9239  C178 1.088
183 H -1.7689 6.2679 -0.1044  C178 1.090
184 H -3.8133 4.4707 1.0657  C179 1.088
185 H -2.5349 4.1739 -0.1295  C179 1.092
186 H -5.1385 4.9618 -0.6860  O180 0.965
187 C -5.6524 -3.7144 0.0207  C188 1.533, H190 1.094, H191 1.095, H192 1.087
188 C -5.0572 -3.6056 1.4291  C187 1.533, O189 1.415, H193 1.087, H194 1.093
189 O -5.6630 -4.5963 2.2381  C188 1.415, H195 0.957
190 H -5.4430 -4.7163 -0.3646  C187 1.094
191 H -5.1065 -3.0746 -0.6805  C187 1.095
192 H -6.7131 -3.4795 -0.0022  C187 1.087
193 H -5.3080 -2.6106 1.7884  C188 1.087
194 H -3.9929 -3.8425 1.3545  C188 1.093
195 H -5.5712 -5.5030 1.9462  O189 0.957

Summary:
structure (SMILES)	CC1(C)CCCC(C)(C)N1O.CC1(C)CCCC(C)(C)N1O.CC1(C)CCCC(C)(C)N1O.CC1(C)CCCC(C)(C)N1O.CC1(C)CCCC(C)(C)N1O.CCO.CCO.CCO.CCO.CCO
LUMO energy	0.0143	hartree
orbital gap	8.4	eV
energy	-86977.3614	eV
HOMO energy	-8.04	eV
energy relative to the best compared isomer or geometry (same formula, charge and spin)	482.4	kJ/mol